C17H36N7O2 | ωB97M-V/def2-TZVPD

The geometry in XYZ format:
```
62
Properties=species:S:1:pos:R:3:forces:R:3
C 6.91748 -1.64335 0.54887 -0.3 -0.1 0.4
C 5.55570 -1.89042 -0.11478 0.1 -0.2 -0.2
C 5.05894 -0.71918 -0.95968 0.2 0.0 0.0
C 4.94253 0.60861 -0.19448 -0.4 -0.2 -0.1
C 3.50820 0.92274 0.27849 0.1 0.2 0.3
C 2.84402 2.09979 -0.46132 -0.1 -0.7 -0.4
C 1.37036 1.83646 -0.81236 0.3 0.1 0.7
C 0.49236 1.98071 0.42973 0.1 0.1 -0.2
C -1.01578 2.08488 0.18539 0.2 0.3 0.4
N -1.71675 0.79343 0.17694 -0.3 -0.2 -0.2
C -1.82406 -0.00425 1.45575 0.0 0.2 0.2
C -1.24502 0.64755 2.71244 0.2 -0.3 0.2
C -2.01399 0.04450 3.88526 -0.4 0.1 0.5
N -1.59510 -1.19995 4.38032 0.4 0.3 -0.5
O -2.97750 0.62165 4.32271 0.0 -0.3 -0.4
C -2.31848 0.34074 -0.87851 0.0 0.0 -0.3
N -2.42192 0.97552 -2.10869 0.2 -0.1 0.4
C -1.23559 0.94769 -3.06751 0.0 0.0 -0.5
N -0.49750 -0.25421 -3.13331 -0.1 0.2 0.2
N -3.01092 -0.88548 -0.67343 0.4 0.0 0.1
C -4.47858 -0.70292 -0.63239 -0.4 -0.2 0.4
N -5.09125 -1.72956 0.14734 -0.2 0.0 -0.2
C -5.40208 -2.98182 -0.56353 0.4 0.1 0.0
O -2.71430 -1.75268 -1.79288 -0.1 0.1 -0.2
C -1.81421 -2.61163 -1.40522 0.2 -0.3 0.3
N -1.00678 -3.36419 -1.06715 -0.3 0.3 -0.2
H 7.42825 -0.77992 0.12879 0.1 0.0 -0.1
H 7.55772 -2.51705 0.46186 0.1 0.0 -0.1
H 6.80390 -1.46075 1.61726 0.0 0.1 0.0
H 5.64490 -2.75717 -0.77081 -0.1 0.0 -0.1
H 4.80681 -2.16871 0.62908 0.0 0.1 0.1
H 4.09904 -0.99046 -1.40471 -0.1 0.1 -0.1
H 5.75314 -0.59546 -1.79243 0.1 0.0 0.0
H 5.28584 1.41129 -0.84490 0.1 0.2 0.1
H 5.60180 0.58262 0.66994 0.2 0.1 0.0
H 2.89407 0.02620 0.16026 0.0 -0.1 0.0
H 3.52917 1.14064 1.34727 -0.1 0.0 0.1
H 2.92589 3.01258 0.12537 0.1 0.2 -0.1
H 3.36726 2.23772 -1.40672 0.1 0.2 0.0
H 1.32342 0.80597 -1.16498 -0.2 0.0 -0.4
H 1.07397 2.53562 -1.59309 -0.2 0.0 -0.1
H 0.78190 2.89528 0.94863 0.0 0.1 0.0
H 0.72586 1.16759 1.11121 0.0 -0.1 0.1
H -1.46454 2.67257 0.98238 -0.1 0.0 0.0
H -1.20064 2.62588 -0.73588 -0.1 -0.2 -0.2
H -2.87940 -0.19493 1.62767 -0.1 0.1 -0.1
H -1.35526 -0.96464 1.26366 0.0 -0.1 0.0
H -0.19130 0.40155 2.81759 0.1 0.2 -0.1
H -1.40970 1.71665 2.76072 0.1 0.1 0.0
H -2.17866 -1.97591 4.09796 -0.2 0.0 0.5
H -0.61960 -1.39673 4.20389 -0.1 -0.2 -0.2
H -2.72305 1.93483 -1.96436 0.1 0.1 -0.1
H -0.58156 1.78840 -2.84550 0.1 -0.1 0.2
H -1.66593 1.13655 -4.04758 -0.1 0.0 0.0
H -1.01318 -1.03558 -3.50417 0.1 -0.1 0.0
H 0.03848 -0.49845 -2.31463 0.1 -0.1 0.0
H -4.66100 0.25834 -0.14763 0.1 0.1 0.0
H -4.84693 -0.63101 -1.66174 0.1 0.0 -0.2
H -5.91318 -1.36985 0.60720 0.0 0.1 0.1
H -6.42065 -3.29908 -0.36734 -0.1 0.0 0.1
H -4.71889 -3.77039 -0.25372 0.0 -0.1 0.1
H -5.27854 -2.85804 -1.64075 -0.1 0.0 -0.1
```
Forces are in eV/Å.

Properties
Electronic energy (eV): -32728.6225
Multiplicity: 1
HOMO (eV): -12.68
Frontier orbital gap (eV): 8.4
Max |F| (eV Å⁻¹): 0.790
SMILES string: CCCCCCCCCN(CCC(N)=O)/C(NCN)=[N+](\CNC)OC#N
Charge: +1